# 1
The following is a quantum chemistry calculation of a structure of composition C20H43B2Cl2F11LiNNaO9P at a distorted geometry, from OMol25.

Computed properties:
* energy relative to the best compared isomer or geometry (same formula, charge and spin): 0.0000 eV
* LUMO: -5.266 eV
* frontier orbital gap: 1.6 eV
* HOMO energy: -6.8 eV

Geometry as XYZ:
```
91
C20H43B2Cl2F11LiNNaO9P (ωB97M-V with the def2-TZVPD basis set)
F 0.51541 4.25766 -1.00355
C 0.17480 -0.26032 -1.53414
H 8.31927 1.43871 2.67559
H -4.71341 -0.48689 0.36658
C 6.11505 -2.84385 1.24920
H 6.34814 0.13432 2.26047
H 2.57452 -0.36253 0.50666
O -1.00497 2.71863 -0.18168
H -0.00674 -3.56925 1.09058
C 2.17795 -0.93795 -0.33662
F -13.68206 3.88444 -2.39062
H -2.32479 8.00077 0.12705
Cl -0.35836 3.92919 -4.41210
H -2.39968 0.61675 1.57839
C -1.95257 4.64754 -4.39782
H -1.83259 -1.39622 -0.63004
H 1.46778 2.09225 1.10537
H -5.26604 1.48069 -1.87556
H 7.22256 -1.07450 0.64883
H 7.06082 -2.90674 2.95477
H -6.06141 -0.02788 -1.51493
O 6.21819 -2.54865 2.65383
H 6.02103 -4.58205 -0.03594
C -2.02478 -0.32567 1.18331
H -3.05053 7.08361 -0.97915
O 4.40358 -6.33242 -0.73103
H 0.85291 0.48209 1.61509
F -15.79907 3.22125 -2.61255
C 1.30202 -1.97565 0.18122
H -3.46768 -0.50333 -1.82593
H 3.52652 -8.84886 -1.29150
O -3.16052 7.56553 -0.13079
H 6.79921 -0.16616 4.70274
O 7.00173 2.75904 1.77497
B -9.29663 1.22006 -1.25900
H 4.80564 -7.84590 0.61893
C 0.59953 -2.83081 0.62597
H -2.04254 5.37569 -5.19316
H -2.68404 3.85668 -4.51339
H -2.75854 -1.07639 1.46994
F -8.42250 2.33067 -1.49154
F -13.73451 2.43840 -0.79983
H -6.38919 1.35720 -0.51495
O 5.13474 1.78736 2.50241
H 5.10861 -9.62040 -1.11434
C 6.13456 -4.34156 1.01869
H 8.21045 -2.52445 0.83006
F -15.50020 1.33654 -1.62085
Na 2.47360 2.25437 -0.42136
P -14.38365 2.37380 -2.31142
H 3.03691 -1.38658 -0.83746
H -2.94147 1.15520 -1.49267
C -4.42761 0.41129 -0.18133
H 7.07578 -4.76995 1.37832
C 4.60404 -8.68467 -1.35632
C 7.35965 1.93849 2.87177
H -0.35520 3.52627 -0.52643
F -8.75954 0.10036 -1.95317
F -10.57240 1.50713 -1.69652
C 0.59834 1.48867 1.28891
C 7.23973 -2.15647 0.48657
F -14.22356 2.40894 -3.97600
C 5.93344 0.38420 4.33488
C 5.62336 2.73150 1.68813
C 6.21312 0.94884 2.97481
H 5.67490 1.16383 5.05410
C -1.92366 -0.35498 -0.33331
F -13.48274 1.02050 -2.51376
H 5.09285 -0.30303 4.27564
C -5.59985 0.84443 -1.05492
O -0.04580 -1.01384 -2.43318
H 5.15232 -2.43972 0.93094
O 4.98839 3.44429 0.99086
H 7.42471 2.58531 3.77462
C -3.18751 0.19824 -1.03994
H 5.32585 -4.82295 1.56475
C 5.03398 -7.57445 -0.41769
O 1.58219 -0.02577 -1.27349
H -4.24511 1.21727 0.53350
F -9.27227 0.93304 0.12874
H 7.16246 -2.34090 -0.58428
H -3.48283 6.95623 0.56711
H 4.83390 -8.41865 -2.38792
Cl -2.32280 5.38957 -2.82299
H -1.09886 -0.62088 1.67321
N -0.76247 0.43659 -0.86504
H 3.45280 -6.46139 -0.65706
H 6.10676 -7.39952 -0.49609
Li 9.22636 3.21030 3.55940
B -0.41534 1.56194 0.05602
H 0.12556 1.95658 2.15050
```

For each atom in turn, the Löwdin charge in e is: F -0.436; C -0.505; H 0.138; H 0.110; C -0.481; H 0.139; H 0.101; O 0.102; H 0.051; C -0.201; F -0.235; H 0.201; Cl 0.552; H 0.089; C -0.988; H 0.138; H 0.009; H 0.075; H 0.052; H 0.088; H 0.083; O -0.064; H 0.076; C -0.050; H 0.121; O -0.102; H 0.056; F -0.250; C -0.095; H 0.125; H 0.076; O 0.349; H 0.101; O 0.053; B -1.245; H 0.110; C 0.165; H 0.033; H 0.035; H 0.095; F 0.031; F -0.208; H 0.070; O 0.117; H 0.076; C -0.056; H 0.085; F -0.243; Na 0.638; P 0.374; H 0.127; H 0.112; C -0.265; H 0.089; C -0.089; C -0.167; H -0.024; F 0.050; F 0.131; C 0.016; C -0.055; F -0.240; C 0.000; C -0.529; C -0.295; H 0.100; C -0.273; F -0.199; H 0.103; C -0.089; O 0.158; H 0.133; O 0.207; H 0.113; C -0.147; H 0.087; C -0.327; O -0.069; H 0.100; F 0.055; H 0.089; H 0.211; H 0.078; Cl 0.515; H 0.064; N 0.142; H 0.086; H 0.108; Li 0.915; B -0.664; H 0.089


# 2
The following is a quantum chemistry calculation of a cluster of 3 separate species, C20H43BrN3O2P in total at a distorted geometry, from OMol25.

Computed properties:
* energy relative to the best compared isomer or geometry (same formula, charge and spin): 0.9988 eV
* LUMO (spin up / spin down): 0.418 / 0.111 eV
* multiplicity: 3
* frontier orbital gap (spin up / spin down): 8.9 / 9.1 eV
* HOMO energy (spin up / spin down): -8.5 / -9.0 eV

Geometry as XYZ:
```
70
C20H43BrN3O2P (ωB97M-V with the def2-TZVPD basis set)
C 1.62139 2.08417 -9.02435
H -0.29522 -1.38304 -5.84537
C -1.11910 -1.85813 6.40435
H -0.18858 -4.58896 6.21830
H 1.45441 0.30715 -3.96270
C -3.04294 2.29526 1.47423
H 2.83743 -3.28973 6.73648
H -1.67460 -1.67828 8.52675
H 0.67907 2.32870 -9.51812
C 1.89961 -2.77786 6.95846
H 1.65736 -4.07369 4.66956
H -3.07208 0.14661 1.24619
H 1.16662 3.66234 -6.03407
H 2.34699 2.85349 -9.29227
H 3.61357 1.07794 -4.94909
N 0.34072 1.10114 -7.12015
C 1.57035 0.41096 -5.04437
C 1.44408 2.02594 -7.50050
H -1.68733 -0.29419 -5.91450
N -2.05970 3.18477 0.81835
C -1.04184 -2.29983 7.89124
C -0.71122 -0.45495 -5.45300
P -2.18667 3.25948 -0.91670
C -0.47410 1.91389 -4.91125
H 3.52325 2.42137 -7.05092
H -0.86606 -0.60186 -4.38265
O 0.49937 -0.00868 -7.79412
H 1.99162 1.14620 -9.43758
H -0.72640 -4.80521 4.56848
H 1.26299 -3.52002 7.43855
H 3.31332 -2.12430 4.88645
H -1.42040 0.81151 1.26260
H -3.97165 2.16388 0.88775
H -3.56393 3.55356 -1.24113
H 3.16756 0.72766 -7.30673
C 1.28966 -2.18982 5.66773
H -2.05921 4.11448 1.21885
H -0.63891 2.79971 -5.51948
H -1.36164 -3.33426 8.02827
H 2.21211 -1.08764 4.00634
H 1.90802 -0.56575 -5.40739
H 1.80767 4.17333 -7.56817
C 2.46094 -1.45352 5.00224
C -2.40560 0.86943 1.74351
H 2.44833 2.37680 -4.83354
H -3.36515 2.66177 2.46328
H -2.34312 0.71290 2.82664
N 0.17530 -1.25420 5.98683
H 0.09238 2.21256 -4.02766
H 2.78441 -0.60554 5.60872
O -0.04444 -0.51935 4.92815
H 0.10434 3.75410 -7.44866
Br -2.04449 1.10162 -1.64526
C 2.65925 1.43326 -5.34556
H 2.12280 -1.99009 7.68035
H -2.03437 0.04460 6.95358
C 2.78023 1.64479 -6.85097
H -3.17243 -1.29380 6.78479
C 0.84522 -3.34856 4.76658
C 1.10356 3.47923 -7.10592
C -0.40255 -4.05112 5.28983
C -2.27226 -0.84293 6.36417
H -2.51872 -0.52561 5.35071
H -1.47302 1.63767 -4.57461
H 0.64466 -2.97837 3.75587
H -1.83833 -2.66496 4.52834
H -2.39264 -3.54488 5.93284
C 0.21217 0.75239 -5.67924
H -0.05045 -2.19487 8.32348
C -1.52163 -3.04065 5.50720
```

For each atom in turn, the Löwdin charge in e is: C -0.045; H 0.078; C -0.477; H 0.104; H 0.123; C -0.360; H 0.086; H 0.077; H 0.090; C -0.048; H 0.125; H 0.051; H 0.066; H 0.084; H 0.113; N -0.072; C -0.141; C -0.494; H 0.092; N -0.372; C -0.023; C -0.047; P 0.471; C -0.049; H 0.124; H 0.073; O -0.017; H 0.078; H 0.114; H 0.065; H 0.085; H 0.039; H 0.080; H -0.112; H 0.125; C -0.494; H 0.054; H 0.060; H 0.087; H 0.079; H 0.124; H 0.085; C -0.044; C -0.130; H 0.105; H 0.100; H 0.051; N -0.072; H 0.077; H 0.091; O -0.020; H 0.091; Br 0.206; C -0.178; H 0.091; H 0.091; C -0.137; H 0.090; C -0.136; C -0.048; C -0.178; C -0.049; H 0.066; H 0.037; H 0.126; H 0.123; H 0.123; C -0.473; H 0.059; C -0.143


# 3
The following is a quantum chemistry calculation of a structure of composition C20H43Cl3KLiN3NaO16P at a distorted geometry, from OMol25.

Computed properties:
* total charge: -3
* LUMO: 1.816 eV
* frontier orbital gap: 1.8 eV
* HOMO energy: 0.0 eV

Geometry as XYZ:
```
89
C20H43Cl3KLiN3NaO16P (ωB97M-V with the def2-TZVPD basis set)
C -0.32679 -6.00518 -0.16706
H 0.89909 5.26142 5.12402
H -0.11705 -6.90943 -2.12284
C 0.98880 -5.03275 -2.05792
O -4.09741 -6.20967 0.66909
H 1.34681 -7.08997 -1.12820
O 2.45676 -7.32653 -6.68074
C -5.68496 -7.84642 1.36558
C -0.84709 -0.42339 -4.98143
H -1.28901 0.61468 2.04755
H 0.36610 0.03735 2.46124
N -0.89714 -7.20193 0.46358
O 0.60481 -6.55517 -5.90031
H -1.02825 -6.95942 1.43409
H -0.56881 6.26072 4.96776
C -0.29203 0.91722 2.37920
H 1.00817 2.01958 -1.71770
H 3.30771 -2.54804 -1.23759
H -0.37391 1.38867 3.35804
C 1.24906 7.24551 4.39940
H 1.97338 6.15668 -0.52717
O 1.63382 7.64340 3.32193
H 1.28766 3.20336 -0.43355
H -1.11870 -5.34570 -0.53429
C 0.58192 2.45183 -0.80611
C 2.08773 -4.33260 -1.10743
O 6.12710 5.80229 7.01192
C 2.14487 -1.30778 -3.12968
H 0.10003 -4.42182 -2.13307
C 0.39122 6.00893 4.51278
H -5.66048 -8.27315 2.37095
Na 2.05650 2.79268 -3.54918
O 3.72813 5.96862 7.61800
Cl -2.84913 1.70200 0.18851
O -3.40032 -8.33140 0.92275
H 2.16138 7.30645 6.35036
K 2.85439 -6.01019 -2.99038
H 2.83752 -5.04131 -0.65846
H -0.25807 0.48004 -5.15700
O 3.15455 -0.73654 -2.78291
O 0.59129 5.17311 0.65212
H 1.44073 -5.20381 -3.07340
O 5.45442 6.55235 9.31270
O 1.35824 -0.79455 -4.05091
Cl -5.42305 2.46671 1.93355
H 0.09789 -2.30159 -4.69880
H -1.44290 -0.30405 -6.90782
O 1.74599 -2.49283 -2.64034
H -6.37065 -6.99903 1.36021
N 1.70015 -7.09338 -5.73174
H 2.29464 6.13976 1.22000
H 0.21581 5.59472 3.52067
H 0.25859 -5.48234 0.58596
Li 4.16221 1.12218 -3.87934
H 1.34974 0.72650 0.19795
H -6.44845 1.98628 -0.09731
C 1.59960 7.96253 5.68185
C 2.79211 -3.16483 -1.96041
C -6.80983 2.25669 0.88933
O -0.59636 3.07222 -1.27748
H -2.22291 4.19875 -0.88276
H 1.59286 -3.83452 -0.28259
H -0.42811 0.70943 -0.07875
C 0.42440 1.33643 0.19867
H -0.56340 -1.65189 -6.61116
H 0.68260 8.29551 6.17450
C 0.49676 -6.41530 -1.37437
H -1.48920 3.55677 0.56511
C 1.51358 6.22475 0.47000
H 1.02061 7.19629 0.58710
H -1.73475 -0.14104 -4.42369
P 5.10612 6.58798 7.82748
O 5.09433 8.03879 7.35884
C -4.25972 -7.41329 0.94497
O 2.07087 -7.39209 -4.55058
H -0.44058 -1.48620 -3.18167
H -0.05046 5.52972 -1.27740
N -1.28484 -1.04684 -6.24158
Cl -7.90992 0.97780 1.45687
O 0.25232 1.86673 1.49221
H -1.13593 6.07858 0.04406
C -1.27174 3.97936 -0.40563
H -1.82566 -7.42151 0.10184
H 2.21238 8.83140 5.45273
C 0.02115 -1.36459 -4.15363
C -0.46725 5.26984 -0.29247
H -6.05839 -8.60666 0.67561
H -7.36595 3.18607 0.84775
H 3.51232 -3.65995 -2.64199
```

For each atom in turn, the Löwdin charge in e is: C -0.294; H 0.090; H 0.118; C -0.287; O -0.078; H 0.099; O -0.033; C -0.061; C -0.231; H 0.026; H 0.078; N 0.009; O -0.013; H 0.056; H 0.080; C -0.142; H 0.038; H 0.128; H 0.082; C -0.488; H 0.080; O 0.051; H 0.122; H 0.121; C -0.221; C -0.163; O -0.196; C -0.595; H 0.114; C -0.011; H 0.050; Na -0.016; O -0.205; Cl -0.224; O -0.119; H 0.057; K 0.985; H 0.113; H 0.101; O 0.004; O -0.203; H -0.024; O -0.214; O 0.014; Cl 0.463; H 0.128; H 0.058; O 0.023; H 0.049; N -0.617; H 0.080; H 0.074; H 0.105; Li 0.197; H 0.121; H 0.019; C -0.021; C -0.164; C -1.050; O -0.201; H 0.094; H 0.111; H 0.071; C -0.256; H 0.058; H 0.078; C -0.191; H 0.032; C -0.129; H 0.082; H 0.117; P -0.142; O -0.207; C -0.790; O -0.269; H 0.139; H 0.116; N -0.006; Cl 0.450; O -0.202; H 0.121; C -0.294; H 0.033; H 0.079; C -0.110; C -0.209; H 0.050; H 0.010; H 0.102


E, respectively: -111556.204, -109330.266, -126461.883 eV.